1.
{"formula": "C34H45N3O10ScSe", "method": "wB97M-V/def2-TZVPD", "gap_ha": [0.208, 0.214], "e_tot_ha": -5401.7696, "max_force_ev_per_a": 0.53, "multiplicity": 1, "total_charge": -1, "species": ["C", "C", "H", "C", "C", "H", "H", "C", "Se", "H", "H", "Sc", "H", "C", "N", "O", "O", "C", "C", "O", "N", "H", "H", "C", "H", "O", "H", "H", "H", "C", "H", "H", "H", "C", "H", "H", "C", "H", "H", "H", "C", "H", "H", "H", "C", "C", "H", "C", "H", "H", "H", "H", "C", "C", "C", "H", "C", "H", "O", "H", "O", "N", "H", "C", "C", "H", "H", "H", "C", "O", "H", "H", "H", "H", "C", "H", "O", "O", "C", "C", "C", "C", "C", "C", "C", "O", "H", "H", "C", "C", "H", "H", "H", "C"], "xyz": [[-0.01883, -0.91007, -4.06978], [-0.94106, 6.15305, 3.48175], [3.62053, 7.26926, 1.43782], [1.59730, -3.45138, -2.01452], [-3.29020, 0.22341, 3.94941], [4.82576, 6.11242, 3.33729], [5.90275, 6.45461, 1.16529], [-0.46734, -0.49858, -5.41711], [-1.32616, -2.85695, 0.35175], [1.05628, -4.36299, -2.26385], [3.52380, 1.46003, -2.98102], [0.05844, -0.41642, 0.25049], [-1.21882, 7.13761, 3.86267], [-4.30031, 0.72533, 4.98309], [0.55578, -1.18226, -1.92772], [-1.07965, -0.10566, 2.14081], [-1.22606, -3.92727, -0.84700], [3.21762, 6.30179, 1.12699], [-0.29281, 2.09926, 2.25353], [-1.75770, -1.33344, -0.22517], [0.57767, -2.13297, -3.88740], [5.11554, 4.36491, 3.27915], [-3.23027, 2.86660, 4.64373], [2.41491, 3.41692, 1.50879], [-3.41385, -0.70595, 1.96704], [2.17348, 0.10483, 0.04093], [5.73537, 2.45386, -2.23372], [-4.62245, 0.56269, 2.26123], [4.36762, -0.08489, -3.15619], [4.30782, 2.97379, 0.12094], [5.24750, 3.32144, -0.28005], [6.45365, 0.85123, -2.39185], [3.03534, 6.33189, 0.05143], [-2.51827, -0.95474, 4.56575], [-0.96258, 6.19932, 2.39141], [-1.87465, -1.43783, 3.83451], [-2.32543, 1.33191, 3.54398], [1.60800, -3.35689, -0.93166], [0.70292, -2.80159, -4.63008], [-1.06806, 1.15369, -4.61031], [2.61470, 1.26939, 0.28287], [0.08377, 5.94902, 3.80017], [6.62159, 1.73399, -0.87499], [-4.96241, -0.09787, 5.25477], [5.04239, -0.46425, -0.52247], [-0.53860, 3.43907, 2.70705], [-2.11582, 6.14089, 5.91469], [0.90536, -2.26882, -2.58392], [3.48295, 4.98087, 3.53408], [-4.92262, 1.53183, 4.58744], [5.44510, 5.54443, -0.27452], [-0.85760, 4.89421, 5.90957], [4.65181, 0.84679, -1.22295], [3.79644, 0.53794, -2.46224], [-1.57211, 3.70196, 3.53627], [2.62053, -3.51264, -2.39255], [4.19928, 5.17528, 1.47997], [1.89780, 4.02856, 2.23050], [0.23789, -2.38606, 0.83156], [-3.58912, 6.47913, 3.89404], [-1.06394, 1.75551, -3.16706], [0.69079, 1.63427, 1.51904], [-3.39006, 5.45677, 2.46099], [-1.91495, 5.10565, 4.02029], [3.86721, 1.73740, -0.26120], [5.61311, -1.09211, -1.21189], [-3.81159, 1.07570, 5.89631], [-4.78363, -1.02912, 3.02108], [-0.56751, 0.96558, -2.35105], [-0.45653, 1.15230, -1.09744], [0.06286, 4.24223, 2.31892], [5.67008, -0.26041, 0.34864], [6.29619, 4.73889, 1.05310], [4.16266, -1.01450, -0.19717], [-1.24122, 1.03169, 2.61420], [-4.07982, 4.78493, 3.93911], [-2.21410, -3.28635, 1.61869], [-1.03248, 0.68485, -5.51342], [-1.85986, 5.14166, 5.55467], [3.62101, 3.83098, 1.02939], [5.93898, 1.52192, -1.70139], [4.41756, 5.15627, 2.99939], [1.85724, 2.17011, 1.12534], [-4.06777, -0.26321, 2.71437], [-3.32997, 5.47492, 3.55041], [-0.32012, -1.24915, -6.35915], [-2.55962, 4.43653, 6.00454], [2.25606, 6.16305, 1.62375], [5.53927, 5.48763, 0.81164], [-2.42727, 2.61351, 3.96509], [2.88493, 0.01098, -2.19141], [-1.91846, -0.62195, 5.41762], [-3.23128, -1.70111, 4.92239], [-0.02483, -0.33415, -2.83192]]}

2.
{"formula": "C19H25BF3IN4O4P", "method": "wB97M-V/def2-TZVPD", "gap_ha": 0.255, "e_tot_ha": -2222.6438, "max_force_ev_per_a": 2.71, "multiplicity": 1, "total_charge": -1, "species": ["H", "C", "N", "C", "C", "N", "C", "H", "H", "H", "C", "H", "H", "H", "H", "C", "H", "I", "C", "H", "F", "C", "H", "H", "O", "C", "H", "C", "H", "H", "O", "O", "H", "H", "H", "H", "C", "H", "C", "N", "F", "C", "O", "C", "C", "H", "N", "H", "C", "C", "H", "C", "C", "F", "B", "H", "P", "H"], "xyz": [[-5.58233, -0.69030, 2.38161], [0.18827, 3.95522, -0.72133], [4.50982, 3.70178, 2.88134], [2.66509, -1.85298, -3.03625], [2.03756, -2.46590, -1.95946], [-4.73754, -0.19986, 2.66484], [4.11405, 5.60427, 4.28395], [-4.94081, 0.77809, 2.50665], [2.20930, 6.57641, 4.06528], [1.45643, 4.98510, 2.29402], [-3.82592, -2.49747, -0.21128], [5.78546, -2.93341, -2.33298], [2.04900, 0.65152, -0.69284], [4.48190, 6.26828, 5.05461], [4.49344, -3.96375, -0.47026], [1.57339, 3.99762, -0.65924], [3.00186, 3.16628, 1.60317], [-3.69663, 1.56296, 0.29143], [-2.66208, -1.64184, -0.70608], [5.89253, 4.39208, 4.22504], [-0.97466, -3.21741, -1.01185], [-1.65420, -2.26144, -1.59109], [-3.15104, -0.89543, -1.34164], [-3.26270, -1.94933, 2.29636], [-2.14584, -1.06125, 0.41222], [0.16203, 1.68453, -0.76456], [-0.44464, 0.78675, -0.80396], [2.85366, 5.77217, 3.73294], [-3.37043, -3.17824, 0.51291], [2.09127, -1.26238, -3.73768], [-4.56078, -4.44798, -1.80398], [-4.56730, -1.54706, 0.51707], [-6.65813, -2.99680, -1.38276], [-3.87271, -6.32010, -1.44219], [-3.67376, -5.25818, -0.09133], [-2.46639, -0.16829, 2.43574], [3.29424, 3.87754, 2.36365], [4.55645, -1.55082, -4.01050], [3.99686, -3.35385, -1.21837], [-0.51410, 2.82775, -0.77546], [-2.16916, -2.72466, -2.69338], [1.54949, 1.61150, -0.70151], [-5.87599, -2.53975, -1.72209], [2.26476, 2.79515, -0.64847], [4.03181, -2.01509, -3.18431], [-2.61537, -5.12949, -1.49787], [2.68397, -3.20798, -1.05867], [3.34745, 2.78303, -0.60001], [-3.62247, -5.30690, -1.16216], [2.43216, 4.89261, 2.75130], [0.97724, -2.36196, -1.80621], [4.71706, -2.78166, -2.25597], [4.89839, 4.55866, 3.82281], [-0.75826, -1.31535, -1.95109], [-4.77151, -3.21606, -1.26632], [2.09540, 4.94534, -0.61805], [-3.43913, -0.73236, 1.56056], [-0.39646, 4.87069, -0.72630]]}

3.
{"formula": "C27H36ClN2O3", "method": "wB97M-V/def2-TZVPD", "gap_ha": 0.301, "e_tot_ha": -1845.7033, "max_force_ev_per_a": 0.99, "multiplicity": 1, "total_charge": 1, "smiles": "CCCCCCCCCCOC(=O)Cn1c(COc2ccc(Cl)cc2)[n+](C)c2ccccc21", "de_lowest_kj_mol": 0.0, "species": ["C", "H", "H", "H", "H", "H", "H", "C", "C", "H", "H", "H", "C", "H", "H", "H", "C", "H", "C", "C", "C", "C", "H", "O", "H", "C", "C", "H", "N", "C", "H", "O", "C", "C", "C", "C", "C", "H", "C", "H", "C", "H", "C", "H", "Cl", "C", "C", "C", "H", "H", "H", "H", "H", "C", "H", "O", "H", "H", "H", "H", "C", "H", "N", "C", "H", "H", "H", "H", "C"], "xyz": [[-3.55004, -2.90271, 1.57765], [0.76264, 0.40181, 3.11193], [-1.33894, -1.44646, 2.12616], [1.19227, 2.81947, 2.81188], [-3.20918, -2.30684, 3.59370], [-2.67772, 4.54909, 0.30640], [2.51514, 3.57027, 0.09341], [2.37836, -1.65816, 0.50909], [2.33964, 1.79497, 1.30843], [-0.40857, -2.12034, -2.37544], [2.15890, 1.09811, 0.48380], [4.21022, 1.92462, -0.74456], [-3.69474, 2.68447, 0.05379], [-4.44435, -3.50141, 1.75402], [5.27211, -0.84206, -1.03745], [0.41963, 2.77612, 1.23064], [3.12868, 2.99680, 0.79492], [0.06580, 0.31435, 1.49497], [3.35215, -0.91398, -1.97140], [0.79152, 1.78383, -2.35941], [-2.99630, -1.35597, -1.75578], [-3.67387, 1.39847, -0.44758], [-2.48457, -0.31073, 1.39792], [-3.72941, -2.30178, 0.28052], [-2.93554, 0.51758, 3.80672], [-0.90086, -0.05668, -2.18295], [3.72807, -1.40005, 0.34043], [-1.73321, 1.88780, 2.17798], [-0.45330, 1.17970, -1.95404], [1.99148, -1.16019, -1.80242], [5.04701, 2.01252, 0.80283], [1.22069, -0.98186, -2.94067], [-3.39277, -1.81436, 2.63890], [-2.24214, -0.86286, 2.31153], [-2.51994, 1.00575, -1.11396], [-2.68454, -2.19930, -0.49868], [4.21960, -1.03294, -0.90582], [1.23381, 1.23093, -3.18348], [-1.46344, 3.17140, -0.76619], [1.49335, 1.80090, -1.52309], [1.00730, 2.18762, 1.94195], [3.71201, -0.63759, -2.94938], [4.41988, 2.56687, 0.10971], [4.97592, 3.43370, -0.23736], [4.80128, -1.52536, 1.68400], [0.19965, 0.96285, 2.36460], [-1.42981, 1.87587, -1.26684], [-2.61258, 3.55443, -0.10463], [-4.51131, 0.73349, -0.31341], [-0.49339, -1.22622, -3.91630], [2.00259, -1.95248, 1.47536], [2.94354, 1.26185, 2.04404], [0.46137, -1.75213, -0.39416], [-0.15952, -1.17154, -2.87012], [-2.78905, -1.94567, -2.65042], [-1.58008, -2.63501, -0.30750], [-0.63313, 3.84810, -0.88190], [-1.01012, 2.02959, 3.77824], [0.59334, 2.80689, -2.67651], [-1.46153, -0.34003, 4.24885], [-1.16180, 1.34800, 2.93961], [-2.66694, -3.54640, 1.54570], [-2.15766, -0.18178, -1.72303], [-1.98067, 0.15049, 3.42482], [3.36483, 3.65492, 1.63231], [-4.04295, -1.05096, -1.75040], [-4.56773, 3.02799, 0.58523], [-4.32314, -1.24967, 2.72036], [1.50351, -1.53212, -0.55907]]}

> Number 1 is which compound?

C34H45N3O10ScSe